Entry from OMol25: a structure of composition H16O8Sr (wB97M-V/def2-TZVPD).

Geometry as XYZ:
```
25
H16O8Sr, DFT wB97M-V/def2-TZVPD
Sr 10.42 0.40 -3.55
O 11.99 1.22 -5.42
O 8.56 0.99 -1.83
O 11.46 2.63 -3.06
O 12.15 -1.39 -3.57
O 9.49 -1.84 -2.33
O 9.82 -1.24 -5.56
O 8.31 1.30 -4.68
O 11.50 0.46 -1.18
H 12.41 0.54 -0.87
H 11.74 2.69 -2.13
H 8.96 -1.67 -5.46
H 8.45 0.53 -0.99
H 7.70 1.40 -2.00
H 10.99 0.28 -0.37
H 8.74 -2.18 -1.82
H 10.39 -1.91 -5.96
H 10.15 -2.55 -2.31
H 12.29 -1.89 -4.39
H 12.77 -1.77 -2.93
H 7.51 1.76 -4.40
H 8.18 1.16 -5.63
H 12.01 3.28 -3.53
H 12.93 1.00 -5.52
H 11.84 1.93 -6.05
```

## Properties
Energy above the lowest of the compared OMol25 structures with the same formula, charge and spin = 1.5 kcal per mole
2S+1 = 1
Gap between HOMO and LUMO = 0.4599 Eh
Charge = +2
F_max = 0.811 eV/Å

Here are the Löwdin charges for atoms 1 to 2, given in e:
1. Sr 1.65
2. O -0.12


Entry from OMol25: a structure of composition C46H70O35 (wB97M-V/def2-TZVPD).

Geometry as XYZ:
```
151
C46H70O35, DFT wB97M-V/def2-TZVPD
O 2.11 -2.87 0.36
O -0.03 -2.63 5.38
O 1.92 1.25 -4.35
O 4.71 -1.39 0.06
O 0.45 -5.28 1.67
O -5.11 -0.62 -0.71
O -2.30 -3.91 -3.75
O 4.11 3.81 1.93
O 0.25 3.71 3.35
O -3.94 -2.34 -0.13
O -4.98 2.88 -1.31
O 1.57 -0.29 0.62
O -3.44 -3.08 -2.08
O -2.75 2.57 -1.02
O -0.17 0.71 -4.61
O 2.50 -4.29 1.95
O 3.48 0.33 2.83
O 2.31 -4.94 -0.26
O 4.81 2.13 2.17
O -0.36 4.48 1.34
O 5.85 3.25 0.57
O -0.55 -3.32 1.17
O -1.48 -1.45 3.99
O -0.96 -0.85 -1.57
O 1.01 1.23 -6.44
O 3.79 3.72 -0.26
O 0.50 -2.11 3.22
O -1.57 2.82 2.21
O -3.97 -5.13 -2.75
O -1.08 -5.02 -0.03
O -5.83 -2.78 -1.28
O 6.99 -1.07 -0.11
O -3.85 1.28 -2.37
O 5.46 0.61 -0.30
O 2.66 2.31 2.99
C 2.34 -4.12 0.64
C 2.51 -3.05 2.59
C -0.15 -1.37 2.18
C 2.52 4.09 0.24
C -1.49 -2.86 -3.33
C 3.58 1.58 -1.32
C 2.20 -2.04 1.50
C 1.88 -0.79 4.29
C -1.21 -2.82 0.08
C 3.59 -0.57 0.04
C -0.88 -0.18 -0.28
C -4.47 1.03 0.76
C 1.47 2.31 -2.22
C 4.11 0.85 -0.10
C -1.92 -4.01 -0.54
C 0.94 1.07 -5.23
C -2.25 0.18 2.43
C -3.32 -4.10 -2.90
C 1.54 1.45 3.13
C -0.74 3.96 -1.01
C -1.33 4.10 0.38
C -0.29 -2.12 4.28
C 0.47 0.49 0.29
C -4.98 -1.96 -0.76
C 2.77 4.16 1.81
C 0.12 0.40 -3.28
C 1.43 1.04 -3.00
C -0.38 -4.64 1.04
C 2.10 0.07 3.04
C -0.53 3.70 2.39
C -1.88 2.76 0.89
C 4.73 3.61 0.74
C 3.73 1.65 2.62
C -1.14 -1.95 -4.57
C 5.80 -0.68 -0.07
C -2.34 0.70 -3.99
C -3.31 -1.22 0.45
C -3.93 2.31 -1.52
C -3.37 -4.32 -0.09
C -3.92 -0.06 -0.19
C 1.45 3.09 -0.11
C -1.59 -1.22 2.58
C -1.74 1.90 -1.80
C 3.88 -2.77 3.24
C -2.54 0.83 -2.50
C -2.43 -2.11 -2.39
H 0.77 3.07 -2.57
H -3.20 0.17 -4.40
H 2.47 2.75 -2.25
H -0.58 0.84 -2.57
H 1.23 1.53 4.17
H 0.01 3.17 -1.00
H -0.23 4.87 -1.31
H -4.99 0.78 1.68
H -0.94 1.51 -1.17
H 0.08 -0.67 -3.10
H -2.13 4.84 0.43
H -2.24 -1.25 0.23
H -2.92 2.57 0.63
H -2.15 -2.05 2.14
H 1.76 2.05 0.02
H -5.18 1.58 0.14
H 0.61 3.17 0.58
H 3.71 2.64 -1.08
H 3.01 -0.77 -0.86
H 1.69 -2.99 3.31
H -3.34 0.35 -1.02
H -2.84 -1.18 -2.79
H 4.19 -3.50 3.99
H 2.50 1.51 -1.45
H 1.14 3.25 -1.14
H -3.28 0.20 2.77
H -1.85 -1.74 -1.55
H -3.77 -5.02 -0.82
H -0.45 -2.35 -0.54
H -1.21 -0.92 0.44
H -4.07 -3.49 -0.14
H 2.26 5.06 -0.18
H 1.22 -1.56 1.64
H -2.01 -1.53 -5.07
H 2.34 -0.32 5.15
H -1.33 1.94 0.42
H 1.99 0.32 -2.39
H 2.98 -1.28 1.49
H 1.68 -0.40 2.15
H -3.60 -1.28 1.50
H 0.73 1.76 2.47
H 2.31 -1.78 4.12
H -2.18 1.67 -4.45
H 1.32 2.17 -1.14
H -3.73 1.80 1.01
H -2.17 0.54 1.41
H 4.13 1.46 -2.25
H -0.61 -3.19 -2.77
H -3.40 -4.72 0.92
H -1.75 0.96 3.01
H -1.78 -1.94 0.36
H -0.57 -2.45 -5.35
H 2.06 3.44 2.22
H -1.52 0.10 -4.39
H 0.84 -1.00 4.51
H 3.83 1.36 0.82
H 2.60 5.15 2.23
H 0.20 1.04 1.19
H 2.97 -0.61 0.94
H 0.79 1.27 -0.39
H 0.31 -0.38 2.23
H 4.71 -2.76 2.54
H -0.61 -1.05 -4.27
H -2.49 -0.18 -2.10
H -1.90 -3.86 -1.62
H -0.06 -1.82 1.19
H -1.65 0.59 -0.27
H 3.97 -1.79 3.71
H -1.50 3.69 -1.75
H -1.29 2.57 -2.53
```

## Properties
2S+1 = 1
Gap between HOMO and LUMO = 0.2572 Eh
Charge = -2
F_max = 12.315 eV/Å

Here are the Löwdin charges for atoms 1 to 2, given in e:
1. O 0.15
2. O 0.13


Entry from OMol25: a structure of composition C6H8Cl8F30NO4P4S2V2 (wB97M-V/def2-TZVPD).

Geometry as XYZ:
```
65
C6H8Cl8F30NO4P4S2V2, DFT wB97M-V/def2-TZVPD
V -0.60 -2.22 -2.68
V 1.10 2.08 0.57
Cl -2.25 0.62 3.92
Cl -3.60 -3.05 0.56
Cl -6.44 -2.38 0.65
Cl -2.78 -3.92 3.69
Cl -0.26 -3.09 4.63
Cl -1.95 2.86 2.11
Cl -6.00 -1.77 -3.13
Cl -3.96 0.22 -3.71
S 2.47 2.30 3.11
S 1.24 4.60 3.04
P 2.81 2.50 -2.09
P -0.78 -0.36 -0.21
P 0.68 -5.52 -2.21
P 2.75 -1.80 -4.14
F 3.07 -3.37 -3.75
F 4.14 1.91 -2.84
F -0.68 -1.98 -0.38
F 1.61 6.16 0.92
F 1.27 -5.23 -3.67
F 3.60 3.62 -1.21
F -2.03 -0.43 0.86
F -1.87 -0.39 -1.44
F 2.90 1.48 -0.77
F 1.90 1.41 -2.86
F 0.72 -7.07 -2.54
F 2.21 -5.63 -1.69
F 0.47 -0.28 0.82
F -0.89 -5.51 -2.84
F 1.72 -2.25 -5.34
F 0.28 -0.44 -1.41
F 1.48 -1.91 -3.17
F -0.76 1.27 -0.21
F 3.76 -1.23 -2.97
F 0.23 7.05 2.38
F 1.45 2.93 -1.43
F 4.33 3.91 2.13
F 4.02 -1.87 -5.20
F 2.66 3.44 -3.41
F 5.26 2.40 3.39
F 4.55 1.90 1.45
F 2.45 -0.26 -4.57
F 0.12 -5.86 -0.64
F 0.55 -3.92 -1.86
F -0.43 5.41 1.07
O 2.45 5.17 3.55
O 2.10 1.03 2.46
O 0.15 4.34 3.95
O 2.41 2.42 4.58
N 1.53 3.36 2.10
C 0.61 5.91 1.78
C -3.14 1.84 2.96
C -4.87 -2.23 1.42
C -5.07 -0.40 -2.52
C -1.20 -3.38 3.16
C 4.27 2.60 2.53
H -5.83 0.36 -2.31
H -3.91 1.31 2.40
H -4.93 -2.68 2.41
H -1.47 -2.47 2.62
H -4.58 -0.76 -1.62
H -0.71 -4.06 2.46
H -3.70 2.47 3.65
H -4.67 -1.16 1.48
```

## Properties
2S+1 = 7
Gap between HOMO and LUMO (spin up / spin down) = 0.2952 / 0.3311 Eh
Charge = -1
F_max = 6.179 eV/Å

Here are the Löwdin charges for atoms 1 to 2, given in e:
1. V 1.38
2. V 1.04


Entry from OMol25: a structure of composition C5H7I (wB97M-V/def2-TZVPD).

Geometry as XYZ:
```
13
C5H7I, DFT wB97M-V/def2-TZVPD
I -2.71 0.18 -0.04
C -0.57 -0.06 0.06
C 0.00 -0.98 1.09
C 0.25 1.99 0.08
C 0.74 -1.57 0.16
C 0.08 -0.89 -1.02
H 0.64 -0.34 -1.74
H 1.23 1.89 0.62
H -0.31 -0.94 2.15
H -0.49 -1.71 -1.56
H -0.01 2.24 -0.93
H 1.56 -2.35 0.33
H -0.40 2.53 0.81
```

## Properties
Energy above the lowest of the compared OMol25 structures with the same formula, charge and spin = 63.5 kcal per mole
2S+1 = 1
Gap between HOMO and LUMO = 0.3371 Eh
Charge = 0
F_max = 4.294 eV/Å

Here are the Löwdin charges for atoms 1 to 2, given in e:
1. I 0.72
2. C -0.77


Entry from OMol25: a structure of composition C31H45F4N2Sb2SeSiV (wB97M-V/def2-TZVPD).

Geometry as XYZ:
```
87
C31H45F4N2Sb2SeSiV, DFT wB97M-V/def2-TZVPD
Sb 2.64 -0.25 1.72
Sb -0.95 -1.45 2.10
Se -0.21 -1.92 -1.98
V -1.05 0.04 -0.71
Si -1.33 -3.11 -3.52
F 1.64 0.42 -1.21
F 1.03 3.94 -5.26
F -0.85 3.79 -3.42
F 3.48 0.52 -3.14
N -0.97 2.28 1.58
N -0.60 1.91 -1.20
C 2.65 -2.21 0.86
C 1.20 3.05 -4.26
C -2.93 -1.16 2.89
C -3.07 -3.63 -3.10
C 3.21 -4.53 4.38
C 1.45 1.26 -2.24
C 2.54 -0.84 3.85
C -0.25 -1.98 4.13
C -1.34 3.08 -0.76
C -4.98 -1.73 -0.32
C -5.92 -0.74 -0.61
C -4.09 0.77 -1.06
C 0.29 2.07 -2.22
C -5.46 0.51 -0.99
C -3.62 -1.45 -0.41
C -3.09 -0.18 -0.76
C 2.28 -2.29 4.10
C -0.33 -4.68 -3.78
C 2.41 1.33 -3.22
C 3.37 -3.16 4.19
C 0.98 -2.82 4.22
C -1.91 2.85 0.64
C 0.85 -4.20 4.42
C 0.23 2.98 -3.28
C 1.93 -5.05 4.49
C 4.79 -0.10 1.79
C 2.31 2.24 -4.26
C -1.40 -2.18 -5.14
C -1.15 -3.52 1.57
C -1.60 2.03 2.86
C 0.22 3.09 1.73
H -2.93 -2.27 -0.20
H 1.78 -6.12 4.64
H -6.98 -0.95 -0.55
H 1.64 -2.49 0.56
H -0.16 -4.60 4.51
H -2.01 -1.28 -5.03
H -0.40 -1.88 -5.44
H 5.23 -1.03 2.16
H -3.09 -4.21 -2.17
H -3.46 -4.26 -3.90
H 1.81 -0.18 4.31
H -5.31 -2.72 -0.05
H -2.19 3.34 -1.40
H 0.78 3.12 0.79
H -3.49 -0.45 2.28
H -2.83 -0.79 3.91
H 3.53 -0.58 4.23
H -0.74 -5.28 -4.61
H -3.79 1.77 -1.38
H -3.45 -2.12 2.89
H -1.10 -2.54 4.53
H -1.96 -3.96 2.15
H 4.08 -5.17 4.43
H -3.73 -2.77 -2.97
H 3.27 -2.18 -0.04
H 0.71 -4.43 -4.01
H -2.75 2.16 0.58
H -0.91 1.50 3.52
H -0.02 4.13 2.03
H -1.92 2.96 3.36
H -1.84 -2.80 -5.93
H 0.87 2.65 2.49
H 5.19 0.11 0.79
H -0.18 -1.04 4.68
H -2.48 1.40 2.72
H -0.68 3.95 -0.75
H -6.16 1.30 -1.24
H -0.21 -4.02 1.82
H -1.33 -3.61 0.50
H 4.37 -2.75 4.10
H 3.04 -2.94 1.56
H -2.32 3.82 1.00
H 5.07 0.72 2.45
H -0.34 -5.29 -2.87
H 3.05 2.29 -5.05
```

## Properties
Energy above the lowest of the compared OMol25 structures with the same formula, charge and spin = 24.4 kcal per mole
2S+1 = 4
Gap between HOMO and LUMO (spin up / spin down) = 0.2235 / 0.2758 Eh
Charge = -1
F_max = 1.415 eV/Å

Here are the Löwdin charges for atoms 1 to 2, given in e:
1. Sb 1.31
2. Sb 1.31


Which of these has the lowest F_max? H16O8Sr


Which value of F_max does entry 3 give? 6.179 eV/Å


Which of these has the lowest F_max? H16O8Sr